Entry 1:
Below is 11 unconnected molecules or ions with the total composition C21H53B7F28N5O3 in a non-equilibrium geometry, with properties calculated with ωB97M-V with the def2-TZVPD basis set.

```
! wB97M-V def2-TZVPD RIJCOSX def2/J DEFGRID3
* xyz -3 1
C 3.5196 6.4119 -2.1089
C 2.3822 5.6578 -1.4532
N 2.8794 4.5139 -0.6634
C 3.7203 3.5330 -1.1505
C 4.1096 2.8243 -0.0705
N 3.4095 3.2726 1.0058
C 2.6629 4.3007 0.6225
C 3.3867 2.6508 2.3443
H 3.1580 7.1676 -2.8030
H 4.0963 5.7102 -2.7124
H 4.1219 6.8894 -1.3384
H 1.5742 5.2961 -2.0839
H 1.8780 6.2698 -0.7041
H 4.0697 3.5469 -2.1649
H 4.7935 1.9930 -0.0315
H 1.9321 4.8618 1.1858
H 3.6162 3.4088 3.0757
H 4.0816 1.8157 2.2878
H 2.4241 2.1485 2.4103
C -0.6477 -2.9370 3.7361
N -1.9268 -2.3581 4.1923
C -2.9351 -3.4456 4.3624
C -1.6749 -1.7320 5.5057
C -2.4365 -1.4079 3.1541
C -1.9802 0.0037 3.3815
O -0.5567 0.0760 3.4563
H -0.1148 -3.4814 4.5191
H 0.0146 -2.1379 3.4088
H -0.8383 -3.6234 2.9113
H -3.1522 -3.7625 3.3388
H -3.8604 -3.0154 4.7364
H -2.5196 -4.2094 5.0093
H -2.5657 -1.1800 5.7964
H -0.8012 -1.0881 5.4768
H -1.4915 -2.4959 6.2630
H -3.5244 -1.4446 3.2328
H -2.2128 -1.8480 2.1816
H -2.5171 0.4611 4.2252
H -2.2792 0.6845 2.5778
H -0.3684 1.0496 3.5986
C -1.9253 1.3481 -0.6588
N -0.5005 1.2331 -1.1495
C 0.4086 1.2702 0.0402
C -0.3019 -0.1436 -1.7069
C 0.0152 2.2010 -2.1523
C -0.5709 3.5949 -2.0732
O -0.1975 4.1372 -0.7890
H -2.5433 1.1859 -1.5411
H -2.0590 2.3966 -0.4053
H -2.0299 0.6372 0.1439
H 0.2564 0.3765 0.6372
H 0.2296 2.1978 0.5796
H 1.4253 1.2617 -0.3498
H 0.7538 -0.2287 -1.9474
H -0.8848 -0.2051 -2.6277
H -0.7013 -0.9126 -1.0496
H -0.1235 1.8405 -3.1776
H 1.1070 2.2433 -2.1214
H -1.6490 3.5741 -2.2373
H -0.1600 4.2269 -2.8733
H -0.9134 4.7616 -0.5246
C 0.7689 -7.2343 -2.0654
N 0.8807 -5.9481 -1.3333
C -0.1160 -5.0124 -1.9935
C 0.3876 -6.1268 0.0580
C 2.3281 -5.5668 -1.3828
C 2.5868 -4.1583 -0.9687
O 2.2443 -3.2950 -2.0036
H -0.2600 -7.5001 -2.2810
H 1.1327 -8.0444 -1.4227
H 1.4417 -7.2224 -2.9145
H 0.2958 -4.7752 -2.9706
H -0.1593 -4.1183 -1.3836
H -1.0566 -5.5437 -2.0314
H -0.5995 -6.5647 -0.0522
H 0.2654 -5.1357 0.4904
H 1.0392 -6.6920 0.7220
H 2.7281 -5.7388 -2.3805
H 2.8239 -6.2876 -0.7299
H 3.6537 -4.0967 -0.7089
H 2.1487 -3.8467 -0.0112
H 2.4908 -2.3972 -1.7062
B -2.2784 6.5553 -1.6744
F -2.8941 5.4949 -2.3294
F -1.9356 6.1998 -0.3141
F -1.0562 6.9245 -2.2935
F -3.1544 7.6677 -1.6142
B -3.6409 -0.1395 -3.7921
F -3.1731 -1.2313 -2.9476
F -4.3541 -0.7321 -4.8846
F -4.4870 0.6343 -2.9790
F -2.4855 0.5826 -4.2104
B -2.5539 -3.7691 0.0573
F -2.7401 -3.8996 -1.3127
F -1.2886 -3.1282 0.3726
F -3.5663 -3.0635 0.6822
F -2.4383 -5.1199 0.6042
B 2.3395 0.9377 -4.7426
F 3.2999 0.3911 -5.6604
F 2.9776 1.9364 -3.9720
F 1.3183 1.4875 -5.5519
F 1.8413 -0.1022 -3.9516
B 4.1799 -0.8266 0.0218
F 4.1491 -2.1345 0.5516
F 3.6255 0.0842 0.9607
F 5.5300 -0.4117 -0.1593
F 3.4422 -0.7888 -1.1671
B -0.3206 3.8726 3.6150
F -1.0757 3.7254 2.4248
F -1.0368 4.3760 4.7089
F 0.2215 2.5675 3.9000
F 0.7490 4.7976 3.3604
B -5.4652 0.2174 0.9148
F -6.6651 0.9413 0.7116
F -4.5942 0.2373 -0.2223
F -4.8023 0.8086 2.0466
F -5.7551 -1.1645 1.1885
*
```

Its HOMO-LUMO gap is 7.5 eV. The highest occupied orbital energy comes out at -3.411 eV. As for the largest force on an atom: 2.30 eV/A.


Entry 2:
Below is a molecular structure, C5H3N3 in a non-equilibrium geometry, with properties calculated with ωB97M-V with the def2-TZVPD basis set.

```
! wB97M-V def2-TZVPD RIJCOSX def2/J DEFGRID3
* xyz 0 1
C 0.7036 1.1330 0.2362
C 0.2368 0.6490 1.6314
C -0.4985 -0.5438 1.4184
C -0.1216 -0.6149 -0.0833
C -0.6538 -1.5758 -0.8890
H 0.8379 2.7369 -0.9271
H 0.6449 0.7494 2.6953
H -1.2372 -1.3025 1.8741
N 0.8006 2.5005 0.0347
N 0.4327 0.3356 -0.7452
N -0.9826 -2.3316 -1.7931
*
```

The energy above the lowest of the compared OMol25 structures with the same formula, charge and spin comes out at 366.36 kJ/mol. Its HOMO-LUMO gap is 8.3 eV. The highest occupied orbital energy comes out at -10.353 eV. As for the largest force on an atom: 11.10 eV/A.


Entry 3:
Below is a single C3H4F2O molecule in a non-equilibrium geometry, with properties calculated with ωB97M-V with the def2-TZVPD basis set.

```
! wB97M-V def2-TZVPD RIJCOSX def2/J DEFGRID3
* xyz 0 1
C 1.2371 0.5095 -0.2315
C -0.2650 0.3659 0.3807
C -1.3996 -0.4184 -0.1641
O 1.8301 -0.3815 -0.9913
F -0.7299 1.6365 0.7966
F -1.5819 -1.6319 0.4570
H 1.7600 0.9787 0.5290
H 0.2070 -0.2939 1.2296
H -2.2777 0.0457 -0.4170
H 1.2199 -0.8105 -1.5891
*
```

The energy above the lowest of the compared OMol25 structures with the same formula, charge and spin comes out at 449.72 kJ/mol. Its HOMO-LUMO gap (spin up / spin down) is 9.6 / 6.8 eV. The highest occupied orbital energy (spin up / spin down) comes out at -9.033 / -7.462 eV. As for the largest force on an atom: 4.59 eV/A.


Entry 4:
Below is a single C4H6OS molecule in a non-equilibrium geometry, with properties calculated with ωB97M-V with the def2-TZVPD basis set.

```
! wB97M-V def2-TZVPD RIJCOSX def2/J DEFGRID3
* xyz 0 1
O -2.7604 -0.9485 0.2157
C -1.5664 -0.7328 -0.0339
C -0.8195 0.5305 -0.2440
C 0.4109 0.1664 0.4119
C 1.7623 0.3885 0.1078
S 1.3298 -1.4719 -0.0508
H -0.8866 -1.5626 -0.4067
H -1.5102 1.5028 0.0243
H -0.6661 0.6534 -1.3744
H 0.3915 -0.0119 1.5440
H 1.7386 0.8480 -0.9664
H 2.5760 0.6382 0.7725
*
```

The energy above the lowest of the compared OMol25 structures with the same formula, charge and spin comes out at 285.67 kJ/mol. Its HOMO-LUMO gap is 9.8 eV. The highest occupied orbital energy comes out at -9.187 eV. As for the largest force on an atom: 5.84 eV/A. As for the SMILES: O=CC[C@@H]1CS1.


Entry 5:
Below is a gas-phase ion, C4H9N2 (charge +1) in a non-equilibrium geometry, with properties calculated with ωB97M-V with the def2-TZVPD basis set.

```
! wB97M-V def2-TZVPD RIJCOSX def2/J DEFGRID3
* xyz 1 3
C 0.3897 1.4963 -0.8228
C -0.3897 -0.6685 -0.6016
C -0.7958 -1.8490 0.1588
C 0.6188 0.4821 1.3393
N 0.0574 1.3954 -2.0203
N 0.1445 0.3545 0.0003
H 0.8982 2.1935 -0.1326
H -0.5531 -0.5678 -1.5972
H -1.5792 -2.4636 -0.3541
H -1.0860 -1.5407 1.2719
H -0.1203 -2.6149 0.0818
H 1.6214 0.8123 1.4457
H 0.5723 -0.3622 1.8870
H 0.0534 1.2057 2.0418
H 0.1684 2.1269 -2.6980
*
```

As for the expectation value of S²: 2.008. The energy above the lowest of the compared OMol25 structures with the same formula, charge and spin comes out at 196.95 kJ/mol. Its HOMO-LUMO gap (spin up / spin down) is 8.0 / 6.7 eV. The highest occupied orbital energy (spin up / spin down) comes out at -11.691 / -15.911 eV. As for the largest force on an atom: 7.94 eV/A.


Entry 6:
Below is a molecular structure, C8H20ClORuTl in a non-equilibrium geometry, with properties calculated with ωB97M-V with the def2-TZVPD basis set.

```
! wB97M-V def2-TZVPD RIJCOSX def2/J DEFGRID3
* xyz -1 6
Tl -1.1558 -2.7735 -2.9775
Cl -1.7851 -2.1952 -0.7483
C 0.1730 -4.4566 -3.2524
C -1.9963 -1.6027 -4.5912
H 0.3586 -4.5727 -4.3412
H 1.0736 -4.1670 -2.6884
H -0.3639 -5.3110 -2.8136
H -1.5951 -1.9993 -5.5481
H -1.6522 -0.5805 -4.3699
H -3.0844 -1.7307 -4.4928
Ru 0.6944 0.3199 0.3547
C 0.9789 -1.5551 1.0277
C 2.1472 1.0858 -0.4527
H 1.4401 -2.2218 0.2926
H 1.6092 -1.4434 1.9168
H 0.0075 -1.9970 1.3181
H 2.2216 2.0505 -0.9910
H 3.1875 0.7260 -0.3777
C 0.6920 1.2112 2.7740
C -0.2694 2.1005 2.0109
C -1.4915 2.4460 2.8823
C 0.4155 3.4037 1.5806
O -0.6992 1.4293 0.8506
H 1.0309 1.7438 3.6631
H 1.5583 0.9587 2.1209
H 0.1757 0.3053 3.1086
H -1.1691 2.9752 3.7686
H -2.1958 3.0953 2.3467
H -2.0138 1.5389 3.2010
H 1.2659 3.2169 0.9350
H -0.3015 4.0387 1.0416
H 0.7432 3.9608 2.4509
*
```

As for the expectation value of S²: 8.765. The energy above the lowest of the compared OMol25 structures with the same formula, charge and spin comes out at 204.83 kJ/mol. Its HOMO-LUMO gap (spin up / spin down) is 2.9 / 7.2 eV. The highest occupied orbital energy (spin up / spin down) comes out at -0.044 / -4.880 eV. As for the largest force on an atom: 4.29 eV/A.